Entry 1:
A 2-piece molecular cluster, C5H13NSi overall at a distorted geometry. Source: OMol25; level of theory: ωB97M-V/def2-TZVPD.

Calculated values
Energy relative to the best compared isomer or geometry (same formula, charge and spin)   498.7 kJ/mol
HOMO-LUMO gap (alpha / beta)   10.09 / 5.11 eV
Total charge   0
LUMO level (alpha / beta)   0.747 / -0.482 eV
E_HOMO (alpha / beta)   -9.34 / -5.59 eV

Last column: Löwdin charge in e.
Element x y z (Å)
C1 0.053 0.579 -2.840  -0.355
C2 -0.405 1.993 -2.573  -0.086
C3 0.922 0.840 0.762  -0.237
C4 -1.249 -1.565 0.463  -0.234
C5 0.595 -1.358 3.142  -0.280
N1 0.750 -0.094 -2.087  0.149
Si1 -0.053 -0.545 1.650  0.677
H1 -0.320 0.083 -3.835  0.137
H2 -0.158 2.616 -3.565  0.123
H3 -1.357 2.169 -2.234  0.031
H4 0.301 2.356 -1.797  0.067
H5 0.902 0.219 -0.165  -0.048
H6 0.302 1.690 0.670  -0.009
H7 1.947 0.926 1.061  0.016
H8 -2.305 -1.554 0.934  0.038
H9 -1.143 -1.148 -0.434  -0.096
H10 -0.960 -2.707 0.492  0.055
H11 -0.145 -1.893 3.616  -0.021
H12 1.443 -2.032 2.871  0.039
H13 0.879 -0.573 3.869  0.034



Entry 2:
A 2-piece molecular cluster, C3H9N2OS overall at a distorted geometry. Source: OMol25; level of theory: ωB97M-V/def2-TZVPD.

Calculated values
Energy relative to the best compared isomer or geometry (same formula, charge and spin)   269.9 kJ/mol
HOMO-LUMO gap   9.32 eV
Total charge   +1
LUMO level   -3.272 eV
E_HOMO   -12.60 eV

Last column: Löwdin charge in e.
Element x y z (Å)
C1 1.632 -0.143 -0.789  -0.076
C2 2.636 0.926 1.194  -0.025
C3 -2.397 0.140 -0.635  -0.328
N1 2.064 0.585 -0.005  0.145
N2 1.073 -0.891 -1.666  0.208
O1 -0.800 -1.170 0.802  -0.508
S1 -1.741 -1.522 -0.456  0.874
H1 1.975 0.488 2.019  0.146
H2 3.641 0.598 1.219  0.102
H3 2.517 1.988 1.263  0.098
H4 -2.175 0.756 0.173  0.026
H5 -3.437 -0.017 -0.695  0.017
H6 -2.056 0.566 -1.610  0.062
H7 -1.226 -0.869 1.632  0.083
H8 0.161 -1.261 -1.510  -0.006
H9 1.573 -1.315 -2.481  0.182



Entry 3:
C44H46AlIN6O17P as an isolated structure at a distorted geometry. Source: OMol25; level of theory: ωB97M-V/def2-TZVPD.

Calculated values
HOMO-LUMO gap   5.08 eV
Total charge   -1
LUMO level   0.409 eV
E_HOMO   -4.67 eV

Last column: Löwdin charge in e.
Element x y z (Å)
C1 1.797 2.155 0.188  -0.053
C2 1.908 0.713 -0.388  -0.213
O1 1.337 -0.197 0.583  -0.014
C3 1.053 -1.397 0.007  -0.477
O2 1.716 -1.837 -0.894  0.064
C4 -0.159 -2.244 0.465  -0.101
C5 -0.921 -2.674 -0.833  -0.264
C6 -2.478 -2.676 -0.535  -0.223
Al1 -3.106 -0.773 -0.836  0.212
O3 -2.700 0.077 0.765  -0.244
C7 -3.389 1.305 0.516  -0.329
C8 -4.867 0.864 0.072  -0.622
P1 -5.626 2.426 -0.648  0.542
O4 -4.421 3.360 -1.392  -0.432
I1 -7.124 1.711 -2.446  0.695
O5 -4.880 -0.330 -0.666  -0.272
H1 2.803 2.610 0.163  0.067
H2 1.427 2.068 1.221  0.081
H3 1.123 2.793 -0.406  0.072
H4 2.977 0.438 -0.477  0.113
H5 1.450 0.602 -1.383  0.118
H6 -0.807 -1.635 1.119  0.108
H7 0.173 -3.124 1.030  0.099
H8 -0.770 -1.861 -1.574  0.061
H9 -0.562 -3.623 -1.264  0.100
H10 -2.582 -2.910 0.545  0.051
H11 -3.016 -3.406 -1.167  0.037
H12 -2.491 -0.171 -2.179  -0.023
H13 -2.794 1.724 -0.330  0.079
H14 -3.387 2.003 1.381  0.110
H15 -5.457 0.611 0.986  0.109
H16 -3.911 3.805 -0.700  0.025
C9 3.755 -1.371 -3.107  -0.035
C10 4.717 -2.206 -3.666  -0.048
C11 5.569 -1.729 -4.649  -0.005
C12 5.453 -0.412 -5.065  -0.148
C13 4.493 0.431 -4.522  0.002
C14 3.642 -0.055 -3.540  -0.045
N1 6.370 0.101 -6.086  -0.323
O6 7.192 -0.672 -6.555  -0.004
O7 6.268 1.268 -6.408  0.089
H17 3.096 -1.755 -2.330  0.083
H18 4.803 -3.231 -3.330  0.112
H19 6.313 -2.387 -5.077  0.108
H20 4.401 1.457 -4.851  0.118
H21 2.893 0.594 -3.108  0.097
C15 5.164 -2.475 3.534  -0.083
C16 4.216 -2.080 2.602  -0.044
C17 2.889 -2.432 2.772  0.023
C18 2.519 -3.172 3.881  -0.135
C19 3.455 -3.579 4.820  -0.008
C20 4.787 -3.228 4.640  -0.062
N2 1.102 -3.513 4.058  -0.335
O8 0.339 -3.149 3.182  0.074
O9 0.778 -4.131 5.056  0.073
H22 6.193 -2.194 3.401  0.082
H23 4.512 -1.494 1.742  0.104
H24 2.159 -2.121 2.042  0.093
H25 3.164 -4.162 5.683  0.115
H26 5.530 -3.539 5.364  0.104
C21 11.548 -1.517 0.359  -0.067
C22 10.557 -1.101 -0.521  -0.078
C23 9.239 -1.473 -0.307  0.005
C24 8.927 -2.256 0.794  -0.143
C25 9.906 -2.681 1.676  -0.005
C26 11.223 -2.308 1.453  -0.063
N3 7.528 -2.629 1.030  -0.326
O10 6.702 -2.255 0.219  0.083
O11 7.266 -3.284 2.024  0.048
H27 12.576 -1.221 0.191  0.110
H28 10.812 -0.486 -1.371  0.092
H29 8.472 -1.147 -0.995  0.119
H30 9.660 -3.296 2.531  0.118
H31 11.998 -2.632 2.136  0.107
C27 9.055 -2.852 -6.322  -0.058
C28 9.143 -1.796 -5.426  -0.063
C29 10.167 -1.764 -4.492  0.013
C30 11.097 -2.792 -4.468  -0.146
C31 11.015 -3.855 -5.353  -0.009
C32 9.986 -3.883 -6.283  -0.061
N4 12.195 -2.746 -3.495  -0.335
O12 12.221 -1.805 -2.722  0.048
O13 13.015 -3.643 -3.517  0.079
H32 8.257 -2.872 -7.055  0.109
H33 8.415 -0.996 -5.460  0.070
H34 10.230 -0.938 -3.797  0.111
H35 11.738 -4.659 -5.330  0.117
H36 9.913 -4.706 -6.981  0.107
C33 -10.280 6.059 2.089  -0.081
C34 -9.719 6.277 0.837  -0.076
C35 -9.461 5.205 -0.004  -0.004
C36 -9.772 3.922 0.418  -0.142
C37 -10.324 3.692 1.667  0.007
C38 -10.578 4.767 2.506  -0.073
N5 -9.524 2.793 -0.479  -0.362
O14 -9.016 3.029 -1.567  -0.308
O15 -9.832 1.676 -0.094  0.046
H37 -10.486 6.898 2.743  0.102
H38 -9.486 7.284 0.515  0.103
H39 -9.024 5.382 -0.978  0.120
H40 -10.561 2.689 1.996  0.120
H41 -11.013 4.599 3.484  0.067
C39 -16.836 4.365 4.112  -0.074
C40 -15.685 4.849 3.505  -0.063
C41 -14.439 4.492 3.996  0.006
C42 -14.361 3.647 5.091  -0.140
C43 -15.502 3.162 5.709  -0.004
C44 -16.745 3.526 5.215  -0.069
N6 -13.042 3.247 5.598  -0.336
O16 -12.062 3.708 5.042  0.058
O17 -13.005 2.479 6.538  0.091
H42 -17.809 4.641 3.722  0.106
H43 -15.759 5.504 2.646  0.109
H44 -13.546 4.873 3.519  0.112
H45 -15.437 2.506 6.566  0.119
H46 -17.644 3.151 5.687  0.107



Entry 4:
A 2-piece molecular cluster, C42H64NO4 overall at a distorted geometry. Source: OMol25; level of theory: ωB97M-V/def2-TZVPD.

Calculated values
Energy relative to the best compared isomer or geometry (same formula, charge and spin)   1411.6 kJ/mol
HOMO-LUMO gap   7.62 eV
Total charge   +1
LUMO level   -3.815 eV
E_HOMO   -11.43 eV

Last column: Löwdin charge in e.
Element x y z (Å)
C1 4.803 1.909 3.565  -0.133
C2 4.158 1.625 2.053  -0.257
C3 4.966 2.417 0.856  -0.202
C4 3.848 2.873 -0.258  -0.219
C5 3.717 4.498 -0.473  -0.203
C6 3.510 5.350 0.919  -0.198
C7 1.939 5.826 1.151  -0.203
C8 1.138 4.659 2.006  -0.192
C9 0.285 3.787 0.885  -0.177
C10 0.085 2.275 1.516  -0.198
C11 -1.457 1.944 1.987  -0.208
C12 -2.030 3.024 3.099  -0.189
C13 -3.036 4.080 2.325  -0.219
C14 -4.627 3.732 2.520  -0.209
C15 -5.053 2.202 2.081  -0.198
C16 -5.750 2.103 0.588  -0.201
C17 -4.703 1.617 -0.602  -0.204
C18 -4.614 -0.021 -0.706  -0.201
C19 -3.270 -0.679 -0.025  -0.210
C20 -1.879 -0.352 -0.836  -0.164
C21 -0.703 -1.482 -0.672  -0.209
C22 0.836 -0.905 -0.632  -0.074
C23 1.567 -1.485 0.727  0.140
N1 0.695 -2.297 1.433  -0.105
O1 1.218 -2.850 2.526  -0.053
C24 0.226 -3.301 3.504  -0.098
C25 -0.228 -2.117 4.595  -0.150
O2 -0.184 -0.760 4.036  -0.226
C26 1.060 -0.049 4.373  -0.237
C27 0.846 1.357 5.205  -0.082
C28 -0.622 -2.385 0.711  -0.054
H1 4.054 1.570 4.411  0.061
H2 4.976 3.074 3.742  0.087
H3 5.786 1.281 3.666  0.082
H4 3.057 2.062 2.066  0.071
H5 4.162 0.454 1.926  0.092
H6 5.495 3.354 1.328  0.109
H7 5.802 1.767 0.341  0.116
H8 2.790 2.382 -0.075  0.081
H9 4.224 2.435 -1.302  0.112
H10 2.766 4.705 -1.158  0.108
H11 4.654 4.931 -1.031  0.115
H12 4.143 6.347 0.791  0.117
H13 3.848 4.781 1.888  0.094
H14 1.400 5.921 0.101  0.109
H15 1.896 6.866 1.702  0.112
H16 0.354 5.157 2.749  0.114
H17 1.890 3.983 2.613  0.091
H18 0.970 3.649 -0.074  0.092
H19 -0.728 4.293 0.570  0.114
H20 0.341 1.521 0.652  0.066
H21 0.859 2.076 2.385  0.063
H22 -1.509 0.859 2.480  0.099
H23 -2.211 1.918 1.088  0.068
H24 -1.160 3.544 3.696  0.102
H25 -2.680 2.385 3.859  0.115
H26 -2.811 5.148 2.803  0.119
H27 -2.847 4.142 1.155  0.103
H28 -4.898 3.857 3.667  0.117
H29 -5.233 4.548 1.928  0.115
H30 -4.187 1.412 2.204  0.091
H31 -5.896 1.867 2.855  0.116
H32 -6.624 1.300 0.634  0.111
H33 -6.242 3.113 0.256  0.110
H34 -3.659 2.153 -0.534  0.098
H35 -5.189 1.997 -1.624  0.118
H36 -5.572 -0.521 -0.204  0.122
H37 -4.661 -0.308 -1.842  0.112
H38 -3.404 -1.863 -0.070  0.122
H39 -3.112 -0.382 1.106  0.095
H40 -2.169 -0.325 -1.991  0.135
H41 -1.462 0.740 -0.603  0.105
H42 -0.974 -2.258 -1.522  0.157
H43 1.351 -1.577 -1.474  0.102
H44 1.067 0.182 -0.999  0.132
H45 2.676 -1.182 0.946  0.165
H46 0.783 -4.110 4.184  0.160
H47 -0.706 -3.858 3.066  0.138
H48 -1.330 -2.388 4.966  0.150
H49 0.452 -2.255 5.567  0.143
H50 1.853 -0.706 4.935  0.130
H51 1.563 0.240 3.329  0.102
H52 1.529 1.400 6.182  0.095
H53 -0.268 1.546 5.514  0.090
H54 1.192 2.268 4.533  0.064
H55 -1.445 -2.141 1.506  0.140
H56 -0.707 -3.524 0.364  0.170
C29 2.300 -3.316 -3.163  -0.094
C30 2.158 -2.356 -4.164  -0.068
C31 1.454 -2.661 -5.330  0.014
C32 0.900 -3.936 -5.501  -0.079
C33 1.063 -4.904 -4.511  -0.081
C34 1.755 -4.590 -3.334  0.004
C35 0.526 -6.266 -4.702  -0.279
O3 0.665 -7.116 -3.831  0.099
C36 -0.174 -6.592 -5.960  -0.089
C37 -0.638 -7.896 -6.179  0.010
C38 -1.313 -8.209 -7.361  -0.049
C39 -1.534 -7.222 -8.321  -0.048
C40 -1.068 -5.924 -8.108  0.012
C41 -0.378 -5.611 -6.930  -0.088
C42 0.142 -4.244 -6.730  -0.276
O4 -0.049 -3.377 -7.575  0.105
H57 2.841 -3.076 -2.251  0.096
H58 2.594 -1.367 -4.037  0.109
H59 1.343 -1.905 -6.105  0.126
H60 1.875 -5.336 -2.550  0.121
H61 -0.472 -8.672 -5.433  0.123
H62 -1.667 -9.224 -7.531  0.112
H63 -2.066 -7.464 -9.238  0.112
H64 -1.241 -5.160 -8.864  0.124



Question: Among the records above, which one has the lowest total charge?
Answer: C44H46AlIN6O17P